*i*
The following is a DFT calculation (ωB97M-V/def2-TZVPD) of the molecule CH4NOP.

Positions of all 8 atoms, in Å:
O  -2.034  -0.014  -0.624
N  -1.464  -0.040  0.524
C  -0.131  0.445  0.544
P  0.970  -0.921  -0.067
H  0.151  0.527  1.562
H  -0.104  1.314  -0.114
H  2.268  -0.381  -0.473
H  0.344  -0.929  -1.354

Its net charge is 0. The value obtained for the HOMO energy is -9.710 eV. The orbital gap comes out at 8.83 eV.



*ii*
The following is a DFT calculation (ωB97M-V/def2-TZVPD) of the molecule CH4NOP.

Positions of all 8 atoms, in Å:
C  -1.090  -0.027  0.138
N  0.230  0.000  -0.566
P  1.817  -0.229  0.712
O  2.976  -0.612  -0.130
H  -1.579  0.863  -0.309
H  -1.649  -0.953  -0.118
H  -0.987  0.017  1.155
H  0.283  0.941  -0.882

Its net charge is 0. The value obtained for the HOMO energy is -9.201 eV. The orbital gap comes out at 8.23 eV.



Which is less stable than every other structure shown? *i* is.